1.
{
  "formula": "CH2I3P",
  "method": "ωB97M-V/def2-TZVPD",
  "species": ["C", "P", "I", "I", "I", "H", "H"],
  "xyz": [[-2.976, -0.044, 0.046], [-0.040, 0.317, -0.934], [-3.092, 0.946, 1.982], [-3.934, 1.131, -1.463], [-3.411, -2.111, 0.068], [0.752, -0.615, -0.270], [-0.382, 1.223, -0.021]],
  "homo_lumo_gap_ev": [7.2, 6.9],
  "lumo_ev": [-1.44, -1.85],
  "homo_ha": [-0.31673, -0.32230]
}

***

2.
{
  "formula": "CH2I4N2P",
  "method": "ωB97M-V/def2-TZVPD",
  "species": ["C", "N", "N", "P", "I", "I", "I", "I", "H", "H"],
  "xyz": [[-0.167, -0.318, 0.215], [-0.870, 0.905, 0.158], [0.753, -0.482, -0.784], [-0.331, 2.335, 0.654], [-2.375, 0.892, -1.234], [2.230, -2.012, -0.557], [1.820, 1.797, 1.629], [-1.686, -2.239, 0.295], [0.211, -0.495, 1.278], [0.416, -0.382, -1.654]],
  "homo_lumo_gap_ev": 5.9,
  "lumo_ev": -6.60,
  "homo_ha": -0.45749,
  "charge": 1
}

***

3.
{
  "formula": "CH2INO",
  "method": "ωB97M-V/def2-TZVPD",
  "species": ["C", "N", "O", "I", "H", "H"],
  "xyz": [[-0.755, -2.009, 0.360], [0.509, 1.446, -0.393], [-0.349, -2.086, 1.419], [-1.080, 0.622, -1.474], [1.305, 0.724, -0.500], [0.370, 1.304, 0.588]],
  "homo_lumo_gap_ev": 8.8,
  "lumo_ev": -0.35,
  "homo_ha": -0.33601
}

***

4.
{
  "formula": "CH2INS",
  "method": "ωB97M-V/def2-TZVPD",
  "species": ["C", "N", "S", "I", "H", "H"],
  "xyz": [[-0.819, -1.433, 0.182], [-0.215, -0.293, -0.014], [-1.935, -1.624, 1.982], [-0.925, -2.912, -1.229], [-0.293, 0.559, 0.713], [0.645, -0.126, -0.486]],
  "multiplicity": 3,
  "homo_lumo_gap_ev": [6.3, 7.0],
  "lumo_ev": [-0.11, -2.31],
  "homo_ha": [-0.23508, -0.34163]
}